Density functional theory data (ωB97M-V/def2-TZVPD) for a 2-piece molecular cluster, C2H2Cl2O2S overall.

LUMO level (alpha / beta)   -1.61 / -1.29 eV
Spin multiplicity   1
Calculated total energy   -42076.52769 eV
Charge   0
Energy above the lowest of the compared OMol25 structures with the same formula, charge and spin   106.7 kcal per mole
Frontier orbital gap (alpha / beta)   7.34 / 7.04 eV

Last column: natural (NBO) charge in e.
Atoms and positions in Å:
C  0.072  -0.029  -0.896  0.28
C  -0.591  0.537  0.294  -0.38
O  2.656  0.101  1.345  -0.76
O  -0.355  -1.028  -1.502  -0.60
S  2.355  -0.773  0.218  0.74
Cl  -2.033  -0.447  0.776  -0.06
Cl  -1.186  2.097  -0.404  0.01
H  0.194  0.859  1.143  0.31
H  -1.112  -1.317  -0.974  0.46


Density functional theory data (ωB97M-V/def2-TZVPD) for one molecule with the formula C2H2Cl2O2S.

LUMO level   -0.59 eV
Spin multiplicity   1
Calculated total energy   -42079.16210 eV
Charge   0
Energy above the lowest of the compared OMol25 structures with the same formula, charge and spin   45.9 kcal per mole
Frontier orbital gap   9.35 eV

Last column: natural (NBO) charge in e.
Atoms and positions in Å:
C  0.097  0.617  0.668  -0.54
C  -0.381  -0.450  -0.570  0.28
O  1.666  1.677  2.283  -0.89
O  0.511  -0.741  -1.525  -0.68
S  1.644  0.876  1.063  1.22
Cl  -0.968  -1.813  0.408  -0.01
Cl  -1.999  0.265  -1.317  -0.12
H  -0.755  0.855  1.187  0.24
H  0.186  -1.284  -2.197  0.50


Density functional theory data (ωB97M-V/def2-TZVPD) for one molecule with the formula C2H2Cl2OS.

LUMO level (alpha / beta)   0.42 / -3.09 eV
Spin multiplicity   3
Calculated total energy   -40029.40109 eV
⟨S²⟩   2.01
Charge   0
Energy above the lowest of the compared OMol25 structures with the same formula, charge and spin   16.4 kcal per mole
Frontier orbital gap (alpha / beta)   7.33 / 7.07 eV

Last column: natural (NBO) charge in e.
Atoms and positions in Å:
C  -1.762  -0.726  -0.785  0.27
C  1.432  0.427  0.818  -0.54
O  -2.189  -1.795  -1.073  -0.49
S  -0.067  -0.775  0.273  0.34
Cl  1.827  1.164  -0.836  -0.07
Cl  -2.445  0.756  -1.055  0.04
H  1.001  1.179  1.552  0.24
H  2.202  -0.229  1.106  0.21


Density functional theory data (ωB97M-V/def2-TZVPD) for a 2-piece molecular cluster, C2H2Cl3NO overall.

LUMO level   -1.41 eV
Spin multiplicity   1
Calculated total energy   -43207.22683 eV
Charge   0
Energy above the lowest of the compared OMol25 structures with the same formula, charge and spin   86.1 kcal per mole
Frontier orbital gap   8.16 eV

Last column: natural (NBO) charge in e.
Atoms and positions in Å:
C  0.625  -0.151  -0.842  -0.41
C  0.030  -1.345  -0.637  -0.15
N  0.111  1.531  1.068  0.29
O  -0.453  1.922  0.136  -0.18
Cl  -1.441  -1.599  -1.373  0.07
Cl  0.372  -2.338  0.671  0.08
Cl  -0.948  1.193  2.615  -0.11
H  0.180  0.628  -1.295  0.21
H  1.524  0.160  -0.344  0.21


Density functional theory data (ωB97M-V/def2-TZVPD) for one molecule with the formula C2H2Cl3NO4.

LUMO level   0.05 eV
Spin multiplicity   1
Calculated total energy   -49347.98408 eV
Charge   0
Energy above the lowest of the compared OMol25 structures with the same formula, charge and spin   0.0 kcal per mole
Frontier orbital gap   10.95 eV

Last column: natural (NBO) charge in e.
Atoms and positions in Å:
C  -0.013  0.317  0.305  0.00
C  1.293  -0.220  -0.228  0.19
O  1.411  0.001  -1.610  -0.68
Cl  2.626  0.583  0.611  0.01
Cl  1.368  -1.960  0.104  0.00
O  -1.105  -0.344  -0.254  -0.23
O  -2.318  0.027  0.501  -0.10
N  -3.335  -0.631  -0.028  0.35
O  -4.381  -0.419  0.500  -0.28
Cl  -0.159  2.035  -0.041  -0.01
H  -0.078  0.155  1.390  0.23
H  2.231  -0.420  -1.946  0.50


Density functional theory data (ωB97M-V/def2-TZVPD) for one molecule with the formula C2H2Cl3P.

LUMO level   0.11 eV
Spin multiplicity   1
Calculated total energy   -48962.37337 eV
Charge   0
Energy above the lowest of the compared OMol25 structures with the same formula, charge and spin   19.5 kcal per mole
Frontier orbital gap   9.38 eV

Last column: natural (NBO) charge in e.
Atoms and positions in Å:
C  -0.568  -0.549  -0.537  -0.38
C  -0.941  0.620  -1.025  -0.32
P  -2.366  1.730  -0.468  0.78
Cl  -1.688  3.250  0.702  -0.27
Cl  -0.216  1.242  -2.616  -0.07
Cl  -2.864  2.648  -2.080  -0.20
H  -1.127  -1.023  0.275  0.23
H  0.097  -1.324  -1.047  0.24